i:
Below is the ion C2H5N2S with charge +1, with properties calculated with wB97M-V/def2-TZVPD.

Summary:
multiplicity = 1
net charge = +1
molar mass = 89.1 g/mol
E_HOMO = -13.958 eV

Last column: natural (NBO) charge in e.
Element x y z (Å)
H -1.83 -1.33 -0.22  0.4118
N -0.83 -1.39 -0.12  -0.5067
C 0.00 -0.51 -0.01  0.4364
N -0.67 1.13 -0.02  -0.7981
C 1.45 -0.76 0.12  -0.4093
S 2.59 0.38 0.07  0.2672
H -0.69 1.41 0.97  0.4422
H -1.61 1.12 -0.40  0.4362
H -0.06 1.77 -0.52  0.4505
H 1.65 -1.83 0.12  0.2697


ii:
Below is the ion C2H5N2S with charge +1, with properties calculated with wB97M-V/def2-TZVPD.

Summary:
multiplicity = 1
net charge = +1
molar mass = 89.1 g/mol
E_HOMO = -13.972 eV

Last column: natural (NBO) charge in e.
Element x y z (Å)
N 1.49 -0.18 -0.36  -0.7218
C 0.41 -0.85 -0.06  0.3925
N -0.67 -0.40 0.53  -0.5534
C -1.08 1.14 0.19  -0.2215
S -2.17 1.76 1.14  0.3399
H 2.33 -0.71 -0.72  0.4588
H 1.49 0.84 -0.48  0.4365
H 0.38 -2.01 -0.21  0.2460
H -1.42 -0.96 0.71  0.4317
H -0.77 1.37 -0.73  0.1914


iii:
Below is a structure of composition C2H5N2S, with properties calculated with wB97M-V/def2-TZVPD.

Summary:
multiplicity = 1
net charge = +1
molar mass = 89.1 g/mol
E_HOMO = -14.579 eV

Last column: natural (NBO) charge in e.
Element x y z (Å)
C -0.79 -0.06 -0.29  0.5817
C 1.99 0.34 0.32  -0.3596
N -1.02 1.11 -0.46  -0.5891
N -1.49 -1.03 0.14  -0.7765
S 1.34 -0.79 -0.56  0.3605
H 1.43 0.69 1.08  0.2096
H 2.90 0.83 0.15  0.2409
H -0.80 1.77 -1.16  0.4383
H -2.52 -0.98 0.24  0.4553
H -1.03 -1.88 0.54  0.4389


What should be chosen as the most stable of them? Choose ii.


i:
Below is a structure of composition C4H5N2O, with properties calculated with wB97M-V/def2-TZVPD.

Summary:
multiplicity = 3
net charge = +1
molar mass = 97.1 g/mol
E_HOMO (spin up / spin down) = -12.715 / -15.730 eV

Last column: natural (NBO) charge in e.
Element x y z (Å)
C 2.12 -0.35 0.53  0.3421
C 1.16 0.75 0.12  0.1120
C 0.34 -0.56 -0.30  0.6728
C -2.02 -0.09 0.06  -0.2543
N 1.55 -1.29 -0.15  -0.5817
N 1.08 1.92 -0.28  -0.4726
O -0.83 -1.00 0.08  -0.3853
H -1.73 0.68 0.79  0.2282
H -2.91 -0.64 0.14  0.2447
H -2.18 0.30 -0.97  0.2280
H 1.59 -2.28 -0.03  0.4591
H 1.83 2.56 0.02  0.4069


ii:
Below is a cluster of 2 separate species, C4H5N2O in total, with properties calculated with wB97M-V/def2-TZVPD.

Summary:
multiplicity = 3
net charge = +1
molar mass = 97.1 g/mol
E_HOMO (spin up / spin down) = -9.989 / -15.772 eV

Last column: natural (NBO) charge in e.
Element x y z (Å)
C 1.75 0.66 0.29  0.0965
C 0.77 1.10 -0.49  0.1290
C -2.50 0.18 0.60  0.4457
C 0.43 -1.20 -0.41  -0.0606
N 0.92 -0.51 0.72  -0.2092
N -0.13 0.05 -0.11  -0.2589
O -3.23 -0.18 -0.20  -0.3611
H 2.64 0.91 0.75  0.2428
H 0.66 2.04 -1.20  0.2740
H -2.01 0.31 1.58  0.2200
H 0.94 -1.37 -1.34  0.2363
H -0.26 -1.98 -0.19  0.2456


What should be chosen as the most stable of them? Choose i.


i:
Below is a cluster of 2 separate species, CH3N2O2S in total, with properties calculated with wB97M-V/def2-TZVPD.

Summary:
multiplicity = 1
net charge = -1
molar mass = 107.1 g/mol
E_HOMO = -3.664 eV

Last column: natural (NBO) charge in e.
Element x y z (Å)
C -0.30 0.39 -0.10  0.0772
N -1.20 -0.49 -0.70  -0.5712
N -0.92 -0.54 0.71  -0.5258
O 2.30 1.14 0.51  -1.0104
O 1.89 -1.23 0.28  -1.0369
S 1.74 0.12 -0.39  1.4997
H -1.14 2.06 -0.13  -0.1481
H -2.11 -0.25 -0.99  0.3496
H -0.25 -1.21 0.81  0.3657


ii:
Below is the ion CH3N2O2S with charge -1, with properties calculated with wB97M-V/def2-TZVPD.

Summary:
multiplicity = 1
net charge = -1
molar mass = 107.1 g/mol
E_HOMO = -3.458 eV

Last column: natural (NBO) charge in e.
Element x y z (Å)
C -0.58 -0.39 -0.25  -0.5583
N 1.06 0.78 1.18  -0.4733
N 0.45 0.62 0.03  -0.1898
O -2.96 1.30 -0.22  -1.0052
O -3.16 -1.14 -0.09  -1.0250
S -2.51 0.08 0.45  1.5254
H -0.65 -1.22 0.52  0.2026
H -0.80 -0.40 -1.37  0.2275
H 1.64 1.59 0.99  0.2961


What should be chosen as the most stable of them? Choose ii.


i:
Below is the molecule C5H5FOS, with properties calculated with wB97M-V/def2-TZVPD.

Summary:
multiplicity = 1
net charge = 0
molar mass = 132.2 g/mol
E_HOMO = -9.312 eV

Last column: natural (NBO) charge in e.
Element x y z (Å)
C -0.74 -1.07 1.18  -0.2818
C -0.40 -1.51 -0.04  -0.2912
C 0.30 -0.64 -1.00  -0.1765
S 0.69 -1.10 -2.47  0.1356
C 0.88 0.70 -0.35  0.0465
F 1.49 0.54 0.91  -0.3464
C -0.19 1.80 -0.11  0.4049
O -0.46 2.24 0.98  -0.4865
H -0.49 -0.08 1.50  0.2198
H -1.40 -1.69 1.81  0.2104
H -0.60 -2.52 -0.35  0.2259
H 1.61 1.15 -1.01  0.2136
H -0.69 2.19 -1.04  0.1257


ii:
Below is the molecule C5H5FOS, with properties calculated with wB97M-V/def2-TZVPD.

Summary:
multiplicity = 1
net charge = 0
molar mass = 132.2 g/mol
E_HOMO = -9.890 eV

Last column: natural (NBO) charge in e.
Element x y z (Å)
O 2.85 1.55 0.31  -0.5258
C 1.75 1.09 0.25  0.4043
C 1.01 0.40 1.35  -0.3115
C -0.22 0.00 1.01  -0.1083
C -0.66 0.28 -0.41  -0.4262
C -1.01 -1.01 -1.15  0.0617
F -2.05 -1.62 -0.46  -0.3633
S 0.71 1.15 -1.21  0.2036
H 1.49 0.26 2.32  0.2408
H -0.89 -0.54 1.66  0.2341
H -1.54 0.90 -0.36  0.2420
H -0.16 -1.67 -1.17  0.1737
H -1.29 -0.80 -2.15  0.1749


What should be chosen as the most stable of them? Choose ii.


i:
Below is the ion C2H6N3O3S with charge +1, with properties calculated with wB97M-V/def2-TZVPD.

Summary:
multiplicity = 1
net charge = +1
molar mass = 152.2 g/mol
E_HOMO = -15.052 eV

Last column: natural (NBO) charge in e.
Element x y z (Å)
C -1.66 -1.64 0.12  0.6582
C 1.01 0.53 -0.06  0.6784
N 1.93 0.06 0.80  -0.7496
N 1.43 0.74 -1.38  -0.7545
N -0.17 0.95 0.42  -0.7966
O -1.15 -1.55 1.21  -0.5491
O -1.88 -0.66 -0.79  -0.7104
O -2.66 1.31 0.53  -0.8244
S -1.80 0.99 -0.52  1.7492
H -2.06 -2.54 -0.30  0.1617
H 2.66 -0.46 0.32  0.4210
H 1.63 -0.31 1.71  0.4383
H 2.36 0.79 -1.47  0.4153
H 0.71 1.09 -1.96  0.4194
H -0.35 0.69 1.39  0.4430


ii:
Below is a cluster of 3 separate species, C2H6N3O3S in total, with properties calculated with wB97M-V/def2-TZVPD.

Summary:
multiplicity = 1
net charge = +1
molar mass = 152.2 g/mol
E_HOMO = -12.896 eV

Last column: natural (NBO) charge in e.
Element x y z (Å)
C -0.76 -3.59 0.77  0.5980
C 0.32 -0.14 -0.71  0.6178
N 1.35 0.55 -1.27  -0.7975
N 0.56 -1.25 -0.04  -0.7598
N -0.95 0.23 -0.76  -0.7694
O -1.34 2.54 1.79  -0.8550
O 0.06 4.20 0.78  -0.8211
O -0.85 -2.58 0.26  -0.1930
S -0.35 3.55 1.98  1.6775
H -0.45 -4.52 1.45  0.3274
H 2.30 0.11 -1.28  0.4188
H 1.19 1.31 -1.89  0.4113
H 1.55 -1.53 -0.17  0.3420
H -1.14 1.19 -0.91  0.4016
H -1.49 -0.07 0.00  0.4014


What should be chosen as the most stable of them? Choose i.


i:
Below is the ion C4H8N3S with charge +1, with properties calculated with wB97M-V/def2-TZVPD.

Summary:
multiplicity = 1
net charge = +1
molar mass = 130.2 g/mol
E_HOMO = -12.569 eV

Last column: natural (NBO) charge in e.
Element x y z (Å)
H -2.31 1.59 0.25  0.3835
N -1.60 0.91 -0.02  -0.3173
N -0.42 1.32 -0.13  0.2017
N -0.14 2.76 -0.41  -0.6102
C 0.68 0.50 -0.06  -0.1632
C 0.43 -0.82 0.09  0.2017
C 1.45 -1.87 0.06  -0.5597
S 0.24 -3.25 0.38  0.2455
C -0.73 -1.65 0.20  -0.5941
H 0.63 3.30 -0.12  0.4253
H -1.05 3.19 -0.44  0.3877
H 1.63 0.75 -0.43  0.2561
H 2.03 -1.89 -0.92  0.2785
H 2.02 -1.68 0.96  0.2665
H -1.36 -1.71 1.10  0.3047
H -1.51 -1.44 -0.53  0.2933


ii:
Below is a structure of composition C4H8N3S, with properties calculated with wB97M-V/def2-TZVPD.

Summary:
multiplicity = 1
net charge = +1
molar mass = 130.2 g/mol
E_HOMO (spin up / spin down) = -12.319 / -12.316 eV

Last column: natural (NBO) charge in e.
Element x y z (Å)
C -0.05 1.07 -0.02  0.0449
C 0.66 0.74 2.14  0.3846
C 0.45 -0.33 0.19  0.1339
C -0.34 -1.24 -2.30  -0.7387
N -1.30 0.46 -0.06  -0.7592
N 0.34 1.68 1.29  -0.4960
N 0.74 -0.44 1.55  -0.5398
S 0.48 -1.75 -0.77  0.4118
H 0.28 1.70 -0.85  0.2049
H 0.81 0.88 3.20  0.2568
H -2.16 0.78 0.46  0.4010
H 0.40 -0.94 -3.04  0.2412
H -1.03 -0.43 -2.05  0.2802
H -0.90 -2.10 -2.65  0.2591
H 0.25 2.67 1.50  0.4545
H 0.93 -1.33 2.00  0.4607


What should be chosen as the most stable of them? Choose ii.


i:
Below is a structure of composition C31H33AsIN2O8S2W, with properties calculated with wB97M-V/def2-TZVPD.

Summary:
multiplicity = 1
net charge = -1
molar mass = 1011.4 g/mol
E_HOMO = -4.593 eV

Last column: Mulliken charge in e.
Element x y z (Å)
W 1.30 -0.76 -0.81  -0.1807
O -0.72 2.59 -5.80  -0.5740
C -0.34 1.86 -4.72  0.8438
C -0.67 0.51 -4.59  -0.4252
C -0.23 -0.16 -3.47  -0.3157
N 0.48 0.45 -2.53  0.8804
C 0.78 1.73 -2.65  -0.1113
C 0.40 2.48 -3.73  -0.7911
C 1.59 2.22 -1.48  0.2990
O 1.99 3.36 -1.40  -0.7875
O 1.77 1.28 -0.61  -0.3709
C -0.42 -1.64 -3.24  0.1639
O -1.10 -2.29 -4.01  -0.8160
O 0.22 -2.06 -2.21  -0.3602
H -1.22 2.03 -6.40  0.3078
H -1.25 -0.04 -5.33  0.4941
H 0.68 3.53 -3.79  0.5938
C -1.45 3.73 -0.73  -0.8838
C -1.64 3.15 0.65  0.7279
C -2.64 3.69 1.49  -0.9338
C -2.81 3.16 2.73  -0.9042
C -2.00 2.08 3.15  1.1388
C -2.20 1.47 4.40  -0.8882
C -1.43 0.39 4.74  -1.0288
C -0.46 -0.09 3.85  -0.5531
C -0.20 0.50 2.63  0.1895
S 1.18 -0.19 1.78  0.1531
C -1.01 1.61 2.24  -0.5170
N -0.85 2.17 1.01  0.1720
H -2.31 4.32 -1.03  0.4672
H -1.32 2.92 -1.45  -0.2136
H -0.55 4.35 -0.77  0.3268
H -3.26 4.51 1.14  0.4797
H -3.57 3.54 3.40  0.3897
H -2.96 1.85 5.06  0.3600
H -1.58 -0.12 5.69  0.3641
H 0.12 -0.97 4.12  0.4813
C 4.25 -0.37 2.18  -1.3889
As 3.80 -0.54 0.28  1.3876
C 5.01 -2.02 -0.10  -1.3722
C 4.74 1.01 -0.39  -1.3301
S 2.89 -1.00 -2.42  -0.5689
H 5.34 -0.45 2.28  0.5121
H 3.77 -1.16 2.75  0.2585
H 3.90 0.59 2.56  0.3616
H 6.03 -1.63 -0.14  0.4433
H 4.75 -2.47 -1.05  0.3761
H 4.94 -2.75 0.71  0.3270
H 5.72 1.06 0.08  0.4946
H 4.15 1.89 -0.15  0.3143
H 4.83 0.92 -1.47  0.3231
C 1.04 -3.72 1.92  -1.3106
C 1.14 -3.75 0.41  1.6254
C -0.14 -4.30 -0.22  -1.5259
C 2.35 -4.57 -0.05  -1.4262
O 1.37 -2.42 -0.04  0.7036
H 0.87 -4.73 2.30  0.4958
H 0.21 -3.07 2.22  0.1089
H 1.96 -3.33 2.36  0.1721
H -0.27 -5.33 0.12  0.5404
H -0.08 -4.27 -1.30  0.3257
H -0.99 -3.70 0.11  0.1317
H 2.20 -5.62 0.22  0.4432
H 3.26 -4.21 0.42  0.1439
H 2.45 -4.49 -1.14  0.3081
I -6.93 2.72 -0.31  0.0368
C -5.23 1.51 -0.15  -0.1051
C -4.96 0.88 1.05  -0.7243
C -3.81 0.10 1.16  -0.5881
C -2.94 -0.01 0.09  -0.0291
C -3.23 0.63 -1.10  0.0241
C -4.38 1.39 -1.24  -0.6290
C -1.66 -0.80 0.27  -0.1392
O -1.60 -1.69 1.10  -0.6791
O -0.73 -0.43 -0.55  0.9699
H -5.62 0.99 1.90  0.4220
H -3.57 -0.40 2.09  0.5562
H -2.54 0.53 -1.93  0.3966
H -4.61 1.88 -2.17  0.4358


ii:
Below is a structure of composition C31H33AsIN2O8S2W, with properties calculated with wB97M-V/def2-TZVPD.

Summary:
multiplicity = 1
net charge = -1
molar mass = 1011.4 g/mol
E_HOMO = -4.188 eV

Last column: Mulliken charge in e.
Element x y z (Å)
W -0.47 -0.97 0.16  1.1745
O 1.24 2.93 5.12  -0.5831
C 0.86 2.03 4.18  0.9347
C -0.48 1.82 3.85  -0.6189
C -0.76 0.89 2.88  -0.5020
N 0.17 0.15 2.29  0.9158
C 1.45 0.41 2.56  0.6637
C 1.85 1.32 3.51  -1.6584
C 2.41 -0.38 1.69  0.1432
O 3.61 -0.25 1.85  -0.8116
O 1.80 -1.15 0.88  -0.6118
C -2.11 0.74 2.22  0.0622
O -3.10 1.30 2.66  -0.7971
O -2.04 -0.02 1.18  -0.5010
H 0.46 3.39 5.45  0.3012
H -1.29 2.41 4.28  0.4792
H 2.90 1.50 3.67  0.5204
C -3.83 -0.20 -1.58  -1.4271
C -2.77 0.60 -2.29  0.9213
C -3.27 1.63 -3.14  -0.7296
C -2.41 2.42 -3.82  -1.4169
C -1.02 2.20 -3.68  1.0067
C -0.09 3.01 -4.38  -0.8550
C 1.25 2.78 -4.22  -0.7899
C 1.68 1.77 -3.36  -0.5525
C 0.81 0.95 -2.67  1.5881
S 1.44 -0.29 -1.64  -0.4127
C -0.60 1.16 -2.83  -1.3157
N -1.49 0.37 -2.14  0.5917
H -4.81 0.15 -1.89  0.5270
H -3.74 -0.09 -0.50  0.1516
H -3.74 -1.26 -1.80  0.1293
H -4.34 1.76 -3.21  0.3914
H -2.76 3.22 -4.46  0.3628
H -0.47 3.79 -5.02  0.3605
H 1.98 3.39 -4.74  0.3638
H 2.74 1.61 -3.22  0.4727
C 1.64 -3.99 1.33  -1.3664
As 0.10 -2.93 1.88  1.4377
C 0.58 -2.47 3.71  -1.4170
C -1.15 -4.38 2.28  -1.4103
S -2.25 -2.28 0.16  -0.7017
H 1.30 -4.92 0.88  0.4808
H 2.23 -4.21 2.22  0.5526
H 2.24 -3.42 0.63  0.1351
H 0.69 -3.41 4.26  0.4798
H -0.21 -1.87 4.18  0.3216
H 1.52 -1.92 3.74  0.4017
H -0.60 -5.14 2.84  0.4637
H -1.54 -4.78 1.35  0.3801
H -1.98 -4.00 2.87  0.3885
C -0.49 -4.67 -1.61  -1.4551
C 0.16 -3.33 -1.98  1.0478
C -0.59 -2.69 -3.14  -1.3507
C 1.63 -3.57 -2.35  -1.4663
O 0.09 -2.45 -0.86  0.9115
H -0.37 -5.35 -2.46  0.4881
H -1.54 -4.54 -1.38  0.2540
H 0.01 -5.11 -0.75  0.1861
H -0.60 -3.37 -3.99  0.5682
H -0.12 -1.76 -3.43  0.1635
H -1.62 -2.48 -2.84  0.1332
H 1.66 -4.16 -3.27  0.4757
H 2.14 -4.14 -1.57  0.3350
H 2.14 -2.63 -2.51  0.2126
I 3.51 6.61 2.18  0.0277
C 2.17 5.18 1.45  -0.0593
C 2.65 4.00 0.92  -0.7826
C 1.75 3.05 0.46  0.0631
C 0.39 3.29 0.52  -0.0627
C -0.08 4.49 1.04  -0.6744
C 0.80 5.44 1.52  -0.5748
C -0.61 2.25 0.08  -0.3510
O -1.77 2.54 -0.15  -0.6899
O -0.08 1.07 0.05  1.3378
H 3.71 3.81 0.88  0.4501
H 2.11 2.11 0.06  0.2787
H -1.15 4.66 1.07  0.5125
H 0.44 6.37 1.93  0.3959


What should be chosen as the most stable of them? Choose i.


i:
Below is a cluster of 2 separate species, C2H10N3O in total, with properties calculated with wB97M-V/def2-TZVPD.

Summary:
multiplicity = 1
net charge = +1
molar mass = 92.1 g/mol
E_HOMO = -14.880 eV

Last column: natural (NBO) charge in e.
Element x y z (Å)
C 0.28 0.95 -1.66  -0.4551
N 0.26 0.23 -0.40  -0.5277
C -0.82 0.13 0.32  0.6802
N -0.68 -0.68 1.46  -0.8279
N -1.93 0.84 0.15  -0.7556
H -0.06 1.99 -1.56  0.2225
H 1.30 1.07 -2.02  0.2459
H -0.30 0.46 -2.44  0.2197
H 1.02 -0.46 -0.22  0.4647
H -0.73 -1.67 1.23  0.4154
H -1.33 -0.52 2.22  0.4004
H -2.64 0.83 0.86  0.4314
H -2.11 1.24 -0.75  0.4293
H 3.25 -1.12 -0.21  0.4989
H 2.62 -0.96 1.12  0.4944
O 2.40 -1.28 0.23  -0.9364


ii:
Below is a cluster of 2 separate species, C2H10N3O in total, with properties calculated with wB97M-V/def2-TZVPD.

Summary:
multiplicity = 1
net charge = +1
molar mass = 92.1 g/mol
E_HOMO = -11.039 eV

Last column: natural (NBO) charge in e.
Element x y z (Å)
C -0.80 -0.22 0.59  -0.2191
C 1.58 -0.28 -0.28  0.5174
N -1.03 1.15 0.64  -0.8551
N 1.91 1.00 -0.44  -0.7494
N -1.57 -1.11 -0.65  -0.7760
O 2.05 -0.97 0.68  -0.6133
H -1.14 -0.62 1.60  0.1863
H 0.92 -0.76 -0.90  0.2022
H -0.73 1.67 -0.18  0.3618
H -1.90 1.55 1.14  0.3809
H 2.13 1.56 0.28  0.4057
H 1.56 1.49 -1.27  0.4143
H -1.46 -2.09 -0.47  0.4225
H -2.63 -0.93 -0.66  0.4097
H -1.28 -0.91 -1.54  0.3938
H 2.38 -0.53 1.49  0.5182


What should be chosen as the most stable of them? Choose i.